# C9H16N2O2

2 unconnected molecules or ions with the total composition C9H16N2O2 (ωB97M-V/def2-TZVPD, OMol25).

Last column: Mulliken charge in e.
Cartesian coordinates (Å):
O: 1.7329 2.3998 -0.8686  -0.69
C: 2.0406 1.2592 -0.3184  0.74
C: 2.4203 0.9985 0.9952  -0.70
C: 2.5773 -0.2133 1.4126  0.06
N: 2.4658 -1.2758 0.7234  -0.07
C: 1.7817 -1.1994 -0.4588  0.20
O: 1.2242 -2.1357 -1.1935  -0.63
N: 1.7186 0.1026 -0.9710  -0.05
H: 2.9263 1.9687 1.3709  0.29
H: 3.0150 -0.3852 2.4327  0.33
H: 2.2255 -2.0449 1.3356  0.30
H: 1.0446 0.0676 -1.7122  0.26
C: -3.3350 1.1894 0.8238  -1.83
C: -2.7542 -0.0250 0.1107  1.26
C: -4.0924 -0.8217 0.0970  -1.11
C: -1.4114 -0.5590 0.8968  -0.92
C: -2.1358 0.3399 -1.3154  -1.21
H: -4.1204 1.7355 0.2439  0.46
H: -3.5719 0.9526 1.8497  0.49
H: -2.5775 1.9969 0.8844  0.38
H: -4.1861 -1.9056 -0.4906  0.24
H: -4.1937 -0.8354 1.2792  0.30
H: -4.7542 -0.0738 -0.2053  0.42
H: -0.9038 -1.2559 0.1850  0.23
H: -1.7292 -1.3904 1.7678  0.26
H: -0.9163 0.3934 1.2391  0.25
H: -0.9699 0.8308 -1.4749  0.05
H: -2.0093 -0.6683 -1.8647  0.33
H: -2.7719 0.9014 -2.0715  0.36

As for the net charge: 0. Its total energy is -16664.2747 eV. As for the spin multiplicity: 1.

***

# C9H16N2O2

A molecular structure, C9H16N2O2 (ωB97M-V/def2-TZVPD, OMol25).

Last column: Mulliken charge in e.
Cartesian coordinates (Å):
C: 4.0923 0.2945 -0.3648  0.43
C: 3.4095 1.4960 0.2400  -0.65
C: 2.2908 1.1967 0.9587  0.08
C: 2.0561 -0.9979 -0.0119  0.55
C: -0.8315 -2.3643 0.0916  -1.17
C: -2.1365 -1.5421 0.2479  -0.09
C: -1.9659 -0.1952 -0.2616  0.42
C: -2.9291 1.0715 -0.0604  -0.25
C: -2.4082 2.3728 -0.7731  -0.93
H: 3.5804 -1.4660 -1.3675  0.29
H: 4.1243 2.2502 0.8426  0.25
H: 1.6842 1.7588 1.8107  0.33
H: 0.6425 -0.0380 1.0978  0.28
H: -0.7504 -2.4475 -0.9300  0.36
H: -0.0286 -1.9561 0.6033  0.26
H: -0.8848 -3.3517 0.5764  0.31
H: -2.5007 -1.5040 1.3286  0.20
H: -2.9899 -2.0984 -0.4345  0.23
H: -0.9334 0.0432 0.1272  -0.91
H: -1.5290 -0.2607 -1.3410  0.25
H: -2.9188 1.2073 1.0048  0.28
H: -4.0413 0.7119 -0.3402  0.23
H: -2.4254 2.5686 -1.7748  0.39
H: -2.8515 3.4667 -0.0971  0.22
H: -1.2062 2.2971 -0.5175  0.13
N: 3.1908 -0.8000 -0.6502  -0.15
N: 1.6498 -0.0050 0.7499  -0.14
O: 5.3036 0.2408 -0.5190  -0.56
O: 1.3067 -1.9492 -0.2360  -0.66

As for the net charge: 0. Its total energy is -16663.3318 eV. As for the spin multiplicity: 1.

***

# C9H16N2O2

A molecular structure, C9H16N2O2 (ωB97M-V/def2-TZVPD, OMol25).

Last column: Mulliken charge in e.
Cartesian coordinates (Å):
C: 0.2483 0.4250 -0.7592  -1.84
C: -0.9185 -0.4420 -0.0450  -0.36
C: -2.1599 -0.2100 -0.8496  -0.62
C: -3.2510 0.0144 0.3451  -0.35
C: -4.8322 0.1298 -0.1651  -1.00
C: 3.2322 1.3031 -0.2193  0.52
C: 2.6533 1.1451 1.1247  -0.35
C: 2.4420 -0.1624 1.6025  -0.18
C: 3.5026 -1.2370 -0.3554  0.38
H: 0.3600 0.3718 -1.9431  0.28
H: 0.2936 1.5577 -0.5143  0.28
H: 1.1773 0.0905 -0.2420  0.92
H: -0.8965 0.0386 0.9352  0.22
H: -0.7237 -1.5072 -0.0265  0.31
H: -2.1871 0.6941 -1.2030  0.44
H: -2.4600 -1.0292 -1.6569  0.27
H: -2.7570 0.8227 1.1030  0.25
H: -3.4540 -1.0538 1.0056  0.14
H: -4.9947 -0.3488 -1.1455  0.31
H: -5.6050 -0.6034 0.5003  0.26
H: -5.2397 1.1308 -0.3031  0.29
H: 4.5478 0.2533 -1.4127  0.40
H: 2.4917 2.0428 1.8275  0.31
H: 1.8192 -0.3959 2.5590  0.30
H: 2.7442 -2.2206 1.4691  0.35
N: 3.3540 0.0744 -0.9093  -0.27
N: 2.6911 -1.2922 0.7870  -0.03
O: 3.6935 2.4494 -0.5964  -0.64
O: 4.2285 -2.0412 -0.9126  -0.58

As for the net charge: 0. Its total energy is -16662.5383 eV. As for the spin multiplicity: 1.

***

# C9H16N2O2

2 unconnected molecules or ions with the total composition C9H16N2O2 (ωB97M-V/def2-TZVPD, OMol25).

Last column: Mulliken charge in e.
Cartesian coordinates (Å):
O: -4.0514 -0.9028 -1.8202  -0.60
C: -3.4812 -0.5279 -0.8277  0.55
C: -4.0806 -0.2421 0.4772  -0.60
C: -3.3062 0.1980 1.4647  -0.14
N: -1.9701 0.4582 1.2844  -0.02
C: -1.2651 0.1421 0.1385  0.24
O: -0.0768 0.4018 0.0070  -0.50
N: -2.0695 -0.4036 -0.8038  -0.03
H: -5.1492 -0.3182 0.6115  0.39
H: -3.6662 0.4144 2.4799  0.36
H: -1.3713 0.7670 2.0870  0.26
H: -1.6479 -0.4689 -1.6907  0.19
C: 0.6448 2.2633 -0.6951  -0.64
C: 2.0354 1.4229 -0.4637  -0.61
C: 1.8037 -0.0413 -0.0633  0.06
C: 2.8850 -1.0798 -0.2426  -0.53
C: 2.2487 -2.4037 0.3724  -1.08
H: 0.1734 2.1710 -1.8324  0.14
H: -0.3268 2.0043 -0.0145  0.10
H: 1.2863 3.2702 -0.5646  0.34
H: 2.5289 2.0443 0.5218  0.29
H: 2.6983 1.5459 -1.3697  0.29
H: 1.6317 -0.0983 0.9929  0.10
H: 0.9531 -0.6243 -0.5114  -0.09
H: 3.8703 -0.5283 0.0949  0.29
H: 3.1123 -1.2705 -1.2716  0.34
H: 1.2939 -2.7482 -0.1082  0.32
H: 3.1251 -3.2056 0.2601  0.32
H: 2.1713 -2.2400 1.4871  0.27

As for the net charge: 0. Its total energy is -16662.0931 eV. As for the spin multiplicity: 1.

***

For each record above, in turn, the calculated HOMO level values are -9.92 -9.25 -9.54 -8.55 eV.